Arrangement P

Density functional theory data (ωB97M-V/def2-TZVPD) for an isolated molecule of C20H23NO.

The calculation puts the frontier orbital gap at 9.6 eV. The value obtained for the HOMO energy is -8.787 eV. The value obtained for the LUMO energy is 0.815 eV. Its structure (SMILES) is O[C@]1([C@H]2CCCCN2)C[C@H](c2ccccc2)c2ccccc21.

```
45
Properties=species:S:1:pos:R:3:nbo_charge:R:1
O 1.224 -0.102 -1.157 -0.738
C -1.775 -5.076 -1.272 -0.229
C -1.257 -3.994 -1.993 -0.202
C -2.153 -4.907 0.054 -0.200
C -3.450 1.244 -1.540 -0.207
C -2.458 2.166 -1.878 -0.233
C -1.187 -2.722 -1.387 -0.241
C -2.105 -3.625 0.638 -0.249
C -3.214 0.175 -0.693 -0.187
C -1.155 1.929 -1.423 -0.145
C -1.567 -2.520 -0.047 0.089
C -1.917 -0.069 -0.243 -0.012
C -0.893 0.804 -0.567 -0.051
N 1.906 2.297 -0.244 -0.685
C -1.463 -1.197 0.596 -0.301
C 2.982 3.259 0.153 -0.206
C 3.099 3.333 1.672 -0.415
C 3.339 1.889 2.200 -0.394
C 0.015 -0.880 0.817 -0.397
C 2.458 0.756 1.532 -0.420
C 0.418 0.309 -0.045 0.214
C 1.279 1.349 0.729 -0.036
H 1.641 0.706 -1.512 0.491
H -1.803 -6.047 -1.773 0.212
H -0.942 -4.138 -3.030 0.215
H -2.584 -5.753 0.582 0.211
H -4.401 1.365 -1.999 0.210
H -2.711 2.969 -2.578 0.217
H -0.783 -1.875 -1.935 0.229
H -2.424 -3.531 1.675 0.206
H -4.060 -0.504 -0.460 0.218
H -0.357 2.611 -1.716 0.186
H 1.150 2.781 -0.731 0.364
H -2.022 -1.219 1.538 0.221
H 3.930 2.857 -0.237 0.182
H 2.806 4.257 -0.286 0.199
H 2.225 3.773 2.152 0.197
H 3.929 3.983 1.914 0.212
H 3.135 1.925 3.268 0.202
H 4.398 1.636 2.061 0.204
H 0.687 -1.727 0.582 0.246
H 0.170 -0.615 1.879 0.218
H 2.180 0.113 2.364 0.212
H 3.064 0.139 0.903 0.217
H 0.647 1.878 1.437 0.176
```

***

Arrangement Q

Density functional theory data (ωB97M-V/def2-TZVPD) for an isolated molecule of C20H23NO.

The calculation puts the frontier orbital gap at 9.4 eV. The value obtained for the HOMO energy is -8.664 eV. The value obtained for the LUMO energy is 0.781 eV. Its structure (SMILES) is Cc1ccccc1C(=O)N[C@H](C)c1ccc2c(c1)CCCC2.

```
45
Properties=species:S:1:pos:R:3:nbo_charge:R:1
C -2.072 4.041 -0.880 -0.653
C -1.863 3.293 -2.164 0.090
C -1.545 3.987 -3.325 -0.241
C -1.364 3.329 -4.528 -0.195
C -1.517 1.954 -4.594 -0.222
C -1.840 1.249 -3.450 -0.160
C -1.997 1.906 -2.236 -0.175
C -2.344 1.076 -1.037 0.674
O -3.345 0.393 -0.968 -0.621
N -1.424 1.148 -0.047 -0.610
H -0.573 1.665 -0.203 0.397
C -1.507 0.365 1.177 -0.070
C -0.470 -0.738 1.122 -0.030
C 0.692 -0.736 1.875 -0.238
C 1.634 -1.755 1.766 0.072
C 1.417 -2.795 0.868 -0.056
C 0.253 -2.792 0.107 -0.181
C -0.679 -1.784 0.228 -0.212
H -1.579 -1.798 -0.368 0.224
H 0.079 -3.601 -0.589 0.207
C 2.388 -3.935 0.725 -0.419
C 3.762 -3.604 1.296 -0.391
C 3.600 -3.023 2.695 -0.392
C 2.882 -1.681 2.604 -0.439
H 3.556 -0.944 2.155 0.207
H 2.629 -1.319 3.604 0.212
H 3.015 -3.713 3.308 0.196
H 4.573 -2.890 3.172 0.209
H 4.263 -2.874 0.657 0.196
H 4.378 -4.505 1.324 0.209
H 1.979 -4.803 1.253 0.210
H 2.472 -4.211 -0.329 0.215
H 0.886 0.061 2.577 0.203
C -1.403 1.289 2.385 -0.612
H -0.480 1.865 2.357 0.199
H -1.433 0.710 3.304 0.219
H -2.239 1.985 2.386 0.220
H -2.503 -0.094 1.154 0.242
H -1.975 0.178 -3.485 0.222
H -1.390 1.436 -5.533 0.215
H -1.115 3.890 -5.416 0.213
H -1.444 5.063 -3.283 0.208
H -2.762 3.511 -0.228 0.224
H -1.127 4.168 -0.350 0.214
H -2.473 5.032 -1.083 0.220
```

***

Which of them is the most stable, and which is the least stable? arrangement Q and arrangement P, in that order.

***

Arrangement P

Density functional theory data (ωB97M-V/def2-TZVPD) for a cluster of 2 separate species, C3H5P in total.

The calculation puts the frontier orbital gap at 9.0 eV. The value obtained for the HOMO energy is -8.834 eV. The value obtained for the LUMO energy is 0.141 eV.

```
9
Properties=species:S:1:pos:R:3:nbo_charge:R:1
C -1.499 0.436 0.395 -0.496
C -0.538 0.725 -0.432 -0.104
C 1.340 -0.439 -0.528 -0.654
P 2.542 0.397 0.206 0.481
H -2.540 0.853 0.263 0.226
H -1.243 -0.417 1.024 0.214
H -0.499 1.383 -1.232 0.171
H 0.762 -1.307 -0.859 0.227
H 3.391 -0.705 0.404 -0.065
```

***

Arrangement Q

Density functional theory data (ωB97M-V/def2-TZVPD) for a cluster of 2 separate species, C3H5P in total.

The calculation puts the frontier orbital gap at 7.7 eV. The value obtained for the HOMO energy is -10.157 eV. The value obtained for the LUMO energy is -2.504 eV.

```
9
Properties=species:S:1:pos:R:3:nbo_charge:R:1
C -2.160 -0.677 0.136 -0.868
C -2.863 -1.649 0.347 0.125
C 1.905 0.027 0.108 -0.829
P -2.127 0.963 0.117 0.793
H 2.791 0.653 0.541 0.213
H 0.930 0.652 0.109 0.191
H 2.152 -0.354 -0.842 0.214
H 1.755 -0.732 0.788 0.212
H -2.383 1.116 -1.302 -0.052
```

***

Which of them is the most stable, and which is the least stable? arrangement P and arrangement Q, in that order.

***

Arrangement P

Density functional theory data (ωB97M-V/def2-TZVPD) for a cluster of 4 separate species, C2H12NO4 in total.

The calculation puts the frontier orbital gap at 8.9 eV. The value obtained for the HOMO energy is -4.871 eV. The value obtained for the LUMO energy is 4.032 eV. The net charge is -1.

```
19
Properties=species:S:1:pos:R:3:nbo_charge:R:1
C 0.654 0.872 1.935 -0.405
N 1.155 -0.127 0.990 -0.693
C 0.691 -1.467 1.084 0.091
O -0.572 -1.657 0.403 -0.783
H 1.059 0.562 2.901 0.164
H -0.438 0.880 1.955 0.163
H 1.026 1.813 1.578 0.215
H 1.007 0.114 0.021 0.414
H 0.468 -1.800 2.100 0.143
H 1.477 -2.127 0.701 0.139
H -2.292 0.899 -2.155 0.453
H -1.228 -0.106 -2.336 0.502
O -2.219 0.053 -2.517 -1.024
H 0.873 -0.245 -2.604 0.450
H -0.354 -1.379 -0.509 0.507
O 0.301 -0.137 -1.840 -1.243
H -0.113 1.121 -1.206 0.500
H -0.958 0.988 -0.031 0.449
O -0.540 1.744 -0.470 -1.042
```

***

Arrangement Q

Density functional theory data (ωB97M-V/def2-TZVPD) for a cluster of 4 separate species, C2H12NO4 in total.

The calculation puts the frontier orbital gap at 8.3 eV. The value obtained for the HOMO energy is -4.458 eV. The value obtained for the LUMO energy is 3.883 eV. The net charge is -1.

```
19
Properties=species:S:1:pos:R:3:nbo_charge:R:1
C 0.297 0.028 2.181 -0.427
N 0.407 -0.282 0.715 -0.703
C 0.616 0.965 -0.118 0.105
O -0.402 1.875 -0.179 -0.812
H 0.026 -0.840 2.739 0.187
H 1.096 0.643 2.539 0.183
H -0.601 0.776 2.442 0.160
H -0.466 -0.801 0.487 0.389
H 1.431 1.503 0.280 0.128
H 0.908 0.636 -1.156 0.127
H 3.109 -1.130 -0.466 0.461
H 2.269 -1.780 0.467 0.491
O 3.034 -2.009 -0.070 -0.962
H -1.998 1.818 -2.683 0.431
H -1.195 1.530 -0.873 0.506
O -2.158 1.283 -1.849 -1.239
H -2.117 -0.588 -1.417 0.533
H -2.220 -2.080 -1.927 0.455
O -2.036 -1.547 -1.112 -1.012
```

***

Which of them is the most stable, and which is the least stable? arrangement P and arrangement Q, in that order.